Here is a molecular structure, C18H20F5N2O3PSTeV at a distorted geometry from OMol25. Energies are from ωB97M-V/def2-TZVPD.

* 2S+1: 4
* total charge: 0
* ΔE to the lowest compared entry with this formula, charge and spin: 190.92 kJ/mol
* E_tot: -94801.967 eV
* gap between HOMO and LUMO (spin up / spin down): 4.06 / 4.14 eV

Structure (XYZ):
```
52
Properties=species:S:1:pos:R:3:forces:R:3
V 12.17414 7.31782 10.49858 1.914 -0.546 0.693
N 10.90190 5.55945 10.49089 -0.940 -0.057 0.893
C 9.66676 6.17069 10.00890 1.444 0.567 -0.326
C 8.85159 5.51323 9.12404 -0.248 -0.381 0.724
C 7.62557 6.09962 8.81370 -2.284 1.906 0.457
C 7.36156 7.45073 9.29253 -1.270 -2.784 -2.318
C 8.34729 8.23588 9.86356 0.508 -0.310 0.717
C 8.24425 9.61936 10.14849 0.645 0.373 -0.029
C 9.28480 10.26130 10.77974 -0.554 0.667 -0.765
C 10.45412 9.56530 11.07056 -0.549 -1.809 2.182
N 10.49673 8.21735 11.03101 -0.628 1.244 -2.207
C 9.51192 7.55935 10.29372 -0.343 -0.049 0.889
H 11.24136 4.87266 9.81672 -0.204 -0.159 0.592
H 10.72576 5.18410 11.46968 0.715 0.296 -1.790
H 9.13758 4.48812 8.87190 -0.389 0.315 -0.152
H 6.75520 5.51897 8.31887 1.820 1.098 0.760
H 6.34303 7.84614 9.11932 0.805 -0.087 0.021
H 7.43127 10.20170 9.74708 -0.419 -0.081 0.253
H 9.22966 11.33275 10.99418 0.079 -0.417 -0.205
H 11.26749 10.00037 11.63926 0.131 0.213 -0.357
Te 13.94296 8.00886 8.65222 1.746 0.325 3.531
C 15.95389 7.34156 9.26558 -1.339 -0.296 0.770
C 16.85259 7.21035 8.25977 -0.284 0.079 -1.439
C 18.12906 6.82119 8.70247 2.045 -0.065 -0.376
C 18.17753 6.64452 10.05524 0.231 -0.354 -0.555
S 16.64192 6.79397 10.81733 -0.151 1.089 -1.440
H 16.61645 7.33399 7.17529 0.098 0.141 1.150
H 19.05561 6.73879 8.02729 -1.622 0.124 1.184
H 19.09340 6.44563 10.57416 0.027 -0.260 0.473
F 13.91158 8.02970 13.07208 -1.089 -1.295 -0.591
C 13.00432 7.08637 12.49307 0.205 0.202 -0.101
F 13.64564 5.84623 12.46422 0.446 0.150 0.031
C 11.93234 6.85421 13.54751 -0.388 0.587 1.284
F 10.96889 5.93593 13.16003 0.616 0.684 0.312
F 11.27420 8.03071 13.78084 0.333 -0.978 0.091
F 12.38893 6.38276 14.73656 -0.340 0.479 -0.744
C 12.31145 9.69811 5.03238 1.276 0.234 -0.801
O 13.49900 8.83371 5.04640 -1.239 2.508 -1.717
P 13.50149 7.55714 5.92091 1.152 -2.530 0.059
O 14.51580 6.58887 5.07359 0.562 0.632 -1.743
C 14.74206 6.88253 3.64160 -0.070 -0.088 0.472
O 12.05998 6.90520 5.59289 -1.583 -1.652 -0.721
C 12.04514 5.53300 6.11001 0.459 0.192 -0.910
H 12.37393 10.42809 5.87605 -0.116 -0.480 -0.903
H 11.41023 9.11376 5.03466 -0.355 -0.349 0.474
H 12.35617 10.11347 4.00824 -0.049 0.526 0.859
H 15.40379 7.77546 3.55608 -0.333 -0.833 -0.013
H 13.77679 7.13416 3.17359 0.397 -0.227 0.010
H 15.17924 5.97489 3.16710 -0.250 0.758 0.460
H 13.06384 5.12270 6.05392 -0.325 0.079 0.393
H 11.44176 4.84596 5.50996 -0.201 0.628 -0.245
H 11.66351 5.54326 7.10947 -0.094 -0.014 0.712
```
Positions in Å, forces in eV/Å.